Arrangement P

Computed, not measured: a 2-piece molecular cluster, C7H13N2 overall, with ωB97M-V/def2-TZVPD.

```
22
Properties=species:S:1:pos:R:3
C -2.40 -0.05 -0.50
C -1.50 0.76 0.37
C -0.52 0.15 1.01
C -2.52 -1.36 -0.57
C 2.94 0.56 -0.20
C -1.62 2.22 0.30
C 2.08 -1.63 -0.77
N 2.18 -0.41 0.04
N 0.36 -0.32 1.72
H -2.99 0.80 -0.98
H -1.86 -1.96 0.05
H -3.20 -1.87 -1.26
H 2.88 1.53 0.33
H 3.63 0.74 -1.12
H -1.25 2.54 -0.57
H -1.17 2.56 1.15
H -2.67 2.54 0.33
H 2.98 -1.85 -1.35
H 1.79 -2.45 -0.13
H 1.19 -1.54 -1.57
H 0.16 -0.52 2.76
H 1.51 -0.44 0.96
```

The HOMO-LUMO gap comes out at 8.40 eV. The net charge is +1. Its highest occupied orbital energy is -12.3 eV.

***

Arrangement Q

Computed, not measured: C7H13N2 as an isolated structure, with ωB97M-V/def2-TZVPD.

```
22
Properties=species:S:1:pos:R:3
C 2.17 0.14 0.02
C 0.08 -0.30 -0.83
C 0.93 -1.37 -0.34
C 3.30 0.95 0.38
C -1.72 -0.71 0.95
C -1.95 1.07 -0.61
C -1.45 -0.37 -0.52
N 0.85 -0.07 0.43
N 2.33 -0.97 -0.68
H 0.21 0.43 -1.57
H -0.74 -2.56 0.64
H 3.38 1.36 1.45
H 3.24 1.86 -0.13
H 4.29 0.39 0.08
H -2.85 -0.56 1.05
H -1.18 -0.18 1.70
H -1.44 -2.03 1.01
H -2.95 1.20 -0.46
H -1.69 1.49 -1.48
H -1.63 1.50 0.30
H -2.00 -0.82 -1.38
H 3.08 -1.57 -0.92
```

The HOMO-LUMO gap (spin up / spin down) comes out at 6.97 / 6.97 eV. The net charge is +1. Its highest occupied orbital energy (spin up / spin down) is -12.9 / -12.9 eV.

***

Least stable of them? arrangement Q.

***

Arrangement P

Computed, not measured: a 6-piece molecular cluster, C2H16NO5 overall, with ωB97M-V/def2-TZVPD.

```
24
Properties=species:S:1:pos:R:3
C -2.31 -1.28 -2.81
C -1.44 0.88 -2.22
N -1.54 -0.35 -2.02
H -3.03 -1.75 -2.15
H -1.68 -2.10 -3.17
H -2.78 -0.85 -3.67
H -1.90 1.33 -3.09
H -1.07 1.67 -1.60
H -1.11 -0.75 -1.17
H -0.52 -1.22 1.35
H -0.55 0.11 0.73
O -0.91 -0.80 0.58
H -0.02 2.58 1.34
H 0.33 1.38 2.14
O 0.30 1.67 1.22
H 1.35 -2.98 5.26
H 2.02 -4.26 5.38
O 1.23 -3.82 5.72
H 2.55 5.18 -1.69
H 2.47 6.69 -1.84
O 2.22 5.97 -1.25
H 1.81 -2.69 0.25
H 2.59 -2.48 1.68
O 1.99 -2.15 1.02
```

The HOMO-LUMO gap comes out at 9.05 eV. The net charge is +1. Its highest occupied orbital energy is -13.5 eV.

***

Arrangement Q

Computed, not measured: a 6-piece molecular cluster, C2H16NO5 overall, with ωB97M-V/def2-TZVPD.

```
24
Properties=species:S:1:pos:R:3
C 2.49 -0.71 -2.45
C 1.92 -2.74 -1.31
N 1.97 -1.49 -1.32
H 2.51 0.34 -2.19
H 1.83 -0.86 -3.29
H 3.49 -1.01 -2.73
H 2.19 -3.40 -2.13
H 1.48 -3.31 -0.51
H 1.58 -0.89 -0.54
H 0.48 1.00 0.27
H -0.52 -0.15 0.32
O 0.35 0.11 -0.09
H -1.65 -1.24 2.12
H -1.80 0.20 2.68
O -1.58 -0.30 1.90
H -0.13 2.39 3.98
H -0.37 1.05 4.69
O -0.41 1.48 3.83
H -4.37 0.17 -1.74
H -5.42 -0.21 -2.78
O -4.81 -0.59 -2.14
H 1.22 3.74 1.20
H 0.65 3.40 -0.11
O 1.24 3.02 0.56
```

The HOMO-LUMO gap comes out at 9.36 eV. The net charge is +1. Its highest occupied orbital energy is -13.5 eV.

***

Least stable of them? arrangement P.

***

Arrangement P

Computed, not measured: C4H13NO3 as an isolated structure, with ωB97M-V/def2-TZVPD.

```
21
Properties=species:S:1:pos:R:3
N 1.70 1.16 -0.38
C 0.92 0.21 0.36
C 1.50 -1.11 0.71
C -1.32 -0.87 0.93
C -0.45 0.12 0.18
H 2.69 1.06 -0.34
H 1.10 1.71 -1.05
H 1.24 -1.50 1.79
H 1.05 -1.80 0.03
H -0.63 -1.36 1.80
H -1.62 -1.68 0.23
H -1.05 0.79 -0.51
H -0.60 3.83 -2.00
H 2.58 -1.00 0.50
O -0.25 2.91 -1.92
H -2.17 -0.31 1.35
H 0.07 -3.39 3.19
O 0.35 -2.76 2.51
H -2.28 0.96 -3.00
H -1.05 1.97 -2.18
O -1.77 1.08 -2.21
```

The HOMO-LUMO gap (spin up / spin down) comes out at 7.57 / 5.35 eV. The net charge is -1. Its highest occupied orbital energy (spin up / spin down) is -4.0 / -3.9 eV. The spin multiplicity is 2.

***

Arrangement Q

Computed, not measured: a 4-piece molecular cluster, C4H13NO3 overall, with ωB97M-V/def2-TZVPD.

```
21
Properties=species:S:1:pos:R:3
C -0.07 -1.50 0.04
N 0.42 -0.65 -1.05
C -3.78 0.94 1.06
C 1.50 0.17 -0.79
C 2.80 -0.16 -1.25
O 3.86 0.35 -0.84
H 0.12 -1.11 1.04
H -1.14 -1.59 -0.19
H 0.39 -2.50 -0.06
H -0.39 -0.10 -1.38
H -3.22 0.72 0.12
H -4.08 2.00 1.08
H -3.03 0.76 1.84
H 1.36 1.09 -0.21
H 2.82 -0.95 -2.02
H -4.63 0.29 1.20
H -2.94 -0.39 -1.90
O -2.26 0.00 -1.34
H 4.65 1.28 1.91
H 3.78 0.57 0.90
O 3.84 0.76 1.86
```

The HOMO-LUMO gap (spin up / spin down) comes out at 7.21 / 5.62 eV. The net charge is -1. Its highest occupied orbital energy (spin up / spin down) is -3.7 / -3.7 eV. The spin multiplicity is 2.

***

Least stable of them? arrangement P.

***

Arrangement P

Computed, not measured: the molecule C2H7NOS2, with ωB97M-V/def2-TZVPD.

```
13
Properties=species:S:1:pos:R:3
C 1.72 0.29 0.42
C -2.31 -0.63 0.48
N 1.30 0.78 -0.96
O -0.10 -1.33 -1.25
S -1.61 0.90 -0.21
S 0.01 0.03 -1.62
H 0.82 0.29 1.13
H 2.25 -0.78 0.35
H 2.41 1.04 0.73
H -3.46 -0.72 0.32
H -2.32 -0.62 1.62
H -1.72 -1.33 0.08
H 1.39 1.78 -0.96
```

The HOMO-LUMO gap comes out at 9.19 eV. The net charge is 0. Its highest occupied orbital energy is -8.6 eV.

***

Arrangement Q

Computed, not measured: a 2-piece molecular cluster, C2H7NOS2 overall, with ωB97M-V/def2-TZVPD.

```
13
Properties=species:S:1:pos:R:3
S 1.32 0.74 -2.63
S -0.61 0.16 -2.67
H 1.52 1.01 -3.92
H -1.17 1.30 -2.23
O 0.31 0.59 3.26
C -0.42 0.26 2.33
C 0.26 -0.12 1.01
N -0.54 -1.13 0.43
H -1.53 0.11 2.41
H 0.26 0.76 0.33
H 1.31 -0.32 1.26
H -0.34 -1.36 -0.54
H -0.37 -2.00 0.96
```

The HOMO-LUMO gap comes out at 9.87 eV. The net charge is 0. The structure (SMILES) is NCC=O.SS. Its highest occupied orbital energy is -9.6 eV.

***

Least stable of them? arrangement P.